Record 1
A structure of composition C12H13N5O3S at a distorted geometry, computed with ωB97M-V with the def2-TZVPD basis set.

Geometry as XYZ:
```
34
Properties=species:S:1:pos:R:3:forces:R:3
N -5.560837 -0.691845 -1.429473 -0.1 -0.4 -3.2
N -4.460005 -0.976510 -0.596451 -7.6 -0.2 -5.9
C -4.167625 -2.086994 -0.057336 -9.5 -13.7 -5.1
N -3.300970 -2.089512 0.793200 1.4 -8.3 2.1
N -2.958718 -0.944972 0.700924 6.9 12.4 5.8
C -3.784328 -0.197292 0.051476 6.4 5.5 2.7
S -3.786350 1.459688 -0.200952 -1.2 2.5 -2.9
C -2.609006 2.209278 0.821545 -0.4 -2.1 3.5
H -2.893706 1.672422 1.759223 1.0 0.5 0.0
H -2.783188 3.202098 1.033524 -1.5 2.3 0.0
C -1.166650 2.239112 0.592703 0.5 -8.2 -1.1
O -0.569794 3.090275 0.092281 2.0 2.7 -0.5
N -0.642108 0.594764 0.624909 1.6 13.1 -3.0
C 0.634055 0.350730 0.529222 1.8 -4.5 -1.3
C 1.675538 1.037876 -0.020890 -1.0 1.8 1.8
C 2.859276 0.445872 0.013011 4.8 -2.3 -2.1
C 3.146992 -1.057204 0.127959 -15.5 11.2 1.3
C 1.988368 -1.734934 0.522850 3.7 1.3 -1.8
C 0.890570 -1.006426 0.579960 -6.3 -3.0 3.7
H -0.082647 -1.682820 1.046494 2.5 1.9 -1.6
H 2.134645 -2.745014 0.477012 -0.6 -2.8 0.6
O 4.217110 -1.405186 0.072219 17.6 -6.8 -1.6
C 5.399416 -0.469218 -0.053399 0.8 -2.1 2.0
C 5.002218 0.644454 -0.848220 7.4 -1.3 -9.1
H 5.885700 1.479789 -1.313503 -1.7 -2.7 1.9
O 4.036860 1.319277 -0.526044 -9.0 2.7 4.1
H 4.854555 0.031247 -2.031859 0.1 1.2 2.4
H 6.312489 -0.969555 -0.506256 -1.5 0.1 0.8
H 5.523621 -0.244123 1.015647 0.4 0.2 -0.2
H 1.607214 2.076220 0.037959 0.2 1.8 -0.9
H -1.347420 0.183244 0.961285 -5.8 -5.4 3.5
H -4.868006 -3.108198 -0.406208 2.2 3.2 1.1
H -5.894893 0.308664 -1.373590 1.0 -1.5 0.2
H -5.292367 -0.935210 -2.489207 -0.6 1.0 3.2
```
Positions in Å, forces in eV/Å.

- HOMO: -6.389 eV
- Frontier orbital gap: 0.2408 Ha
- ΔE to the lowest compared entry with this formula, charge and spin: 333.17 kcal/mol
- F_max: 19.13 eV/A

---

Record 2
A structure of composition C9H16BeClGaNO2S at a distorted geometry, computed with ωB97M-V with the def2-TZVPD basis set.

Geometry as XYZ:
```
32
Properties=species:S:1:pos:R:3:forces:R:3
C -0.330896 -2.697769 0.868294 0.8 0.1 -0.6
C 1.092414 -3.219830 0.286515 -0.9 1.1 0.2
C 1.914242 -1.893572 -0.061799 -0.2 -2.2 -1.4
O 2.134484 -1.684703 -1.257301 0.2 1.1 2.3
O 2.377183 -1.075617 0.980226 -1.3 -0.5 -1.1
C 1.548370 0.091618 1.177462 0.2 1.1 0.6
C 1.738030 1.208581 0.059038 1.7 0.6 1.1
Ga 0.067991 2.400160 -0.287896 -0.7 1.5 2.6
C -1.503186 2.017590 0.966775 0.0 -1.2 0.6
C -2.336820 0.700169 0.659935 -0.6 0.3 -0.3
C -2.474552 0.328510 -0.871467 -0.3 0.6 0.2
Cl -4.070816 1.044455 1.246517 0.8 -0.4 -0.2
N -0.363786 2.409741 -2.215859 2.1 -3.0 -2.9
C 0.307880 1.625021 -2.827359 -0.9 2.3 1.3
S 1.448866 0.652575 -3.647467 0.8 1.1 1.7
H -1.178754 -3.387337 0.574587 1.1 0.6 0.7
H -0.531966 -1.722444 0.312153 0.0 -1.2 1.0
H -0.235701 -2.548848 1.984604 -0.5 0.0 -1.3
H 1.636948 -3.884990 1.019140 -0.6 0.8 -0.9
H 0.827435 -3.748982 -0.683469 1.0 0.7 1.2
H 0.446054 -0.131800 1.331926 1.4 -0.1 -0.5
H 1.895528 0.556637 2.159067 -0.4 -0.7 -1.3
H 2.116720 0.716845 -0.892569 -0.6 -0.8 0.1
H 2.583268 1.887353 0.440922 -1.1 -0.6 -0.6
H 0.559110 3.902553 0.051530 0.1 -0.5 -0.5
H -2.173955 2.933697 1.059362 0.9 -1.2 -0.5
H -1.052130 1.873767 2.009743 -0.5 0.4 -1.3
H -2.010443 -0.206057 1.263542 -0.3 1.3 -0.7
H -1.472480 0.033271 -1.306839 -1.0 0.2 0.5
H -3.222232 -0.499322 -1.053754 0.9 0.9 0.4
H -2.864693 1.253270 -1.416539 0.6 -1.2 0.6
Be 3.127884 1.065461 -1.929015 -2.8 -1.0 -0.8
```
Positions in Å, forces in eV/Å.

- HOMO: -12.152 eV
- Frontier orbital gap: 0.1620 Ha
- Charge: +1
- F_max: 4.72 eV/A

---

Record 3
The ion C5H8N5O with charge +1 at a distorted geometry, computed with ωB97M-V with the def2-TZVPD basis set.

Geometry as XYZ:
```
19
Properties=species:S:1:pos:R:3:forces:R:3
C 0.039181 -1.566578 0.112297 -0.5 0.2 -0.1
C -0.869407 -0.642067 -0.448180 -1.0 1.7 0.1
C 1.270779 1.319182 0.398448 2.3 0.4 1.6
C -1.873157 -1.115783 -1.430152 -1.8 -0.1 0.0
C -0.509111 1.712891 1.797342 -1.7 1.4 3.4
N -0.878510 0.654811 -0.238148 0.1 -2.4 -0.3
N 0.092864 1.101425 0.688130 -1.5 -1.1 -1.2
N 1.988615 0.950340 -0.641973 0.2 0.1 -2.3
N 2.689437 -0.083697 -0.699854 -0.3 -0.6 0.9
N 0.336518 -2.503755 0.735910 0.6 1.0 -0.1
O 0.857257 -3.293608 1.409770 0.2 -1.4 0.6
H -1.311327 -1.244757 -2.327297 0.2 -0.2 -1.0
H -2.424052 -2.062961 -1.231016 0.9 0.5 0.3
H -2.690410 -0.375082 -1.590549 0.9 -0.2 0.1
H 0.316503 2.207186 2.341497 -0.7 0.5 -0.5
H -1.324167 2.348928 1.325891 1.0 -0.4 1.2
H -0.958200 1.078464 2.669523 0.6 0.3 -2.3
H 1.956002 1.709836 -1.364233 0.5 -0.5 0.1
H 3.291187 -0.194775 -1.507406 -0.1 0.8 -0.5
```
Positions in Å, forces in eV/Å.

- HOMO (alpha / beta): -13.723 / -13.726 eV
- Frontier orbital gap (alpha / beta): 0.3172 / 0.3177 Ha
- ΔE to the lowest compared entry with this formula, charge and spin: 229.01 kcal/mol
- Charge: +1
- F_max: 4.00 eV/A

---

Record 4
A structure of composition C16H33ClNiP2 at a distorted geometry, computed with ωB97M-V with the def2-TZVPD basis set.

Geometry as XYZ:
```
53
Properties=species:S:1:pos:R:3:forces:R:3
P -0.432005 -1.296628 -1.749807 0.3 -2.6 -3.1
P 0.880743 1.778602 0.138857 0.2 0.2 -0.8
C 0.645947 0.129309 -2.378033 -0.8 -0.2 -1.2
C 1.463240 1.011191 -1.438062 0.4 -0.1 0.3
H -0.045202 0.724129 -2.988629 0.4 0.0 0.2
H 1.316594 -0.412191 -3.065505 0.0 0.5 0.5
H 2.359477 0.445201 -1.171473 0.1 0.2 0.0
H 1.756713 1.909291 -1.997036 0.3 -0.4 0.0
C 0.373069 3.415540 -0.519596 -1.1 -0.3 0.7
H 0.220815 4.073414 0.330241 0.2 0.3 0.1
H -0.563078 3.405775 -1.071775 0.1 -0.2 -0.1
H 1.176397 3.749603 -1.178467 0.0 0.0 0.3
C 2.299175 2.227079 1.145033 1.7 0.5 -3.5
H 2.530713 3.204027 0.678458 0.6 -0.4 0.1
H 3.104001 1.476057 1.019438 0.0 0.8 0.3
H 2.050711 2.627446 2.169599 0.5 0.1 0.6
C -1.894480 -2.403657 -2.612388 -0.4 -0.5 -0.6
H -1.629742 -3.461471 -2.645863 0.2 0.2 -0.1
H -2.005653 -2.085081 -3.656698 0.1 0.3 0.1
H -2.875910 -2.394866 -2.131378 0.4 0.5 0.1
C 0.582848 -2.546281 -2.790017 0.8 -0.4 0.0
H 1.664010 -2.540979 -2.554665 -0.3 0.5 -0.5
H 0.354924 -2.402530 -3.869543 0.5 0.0 0.6
H 0.290965 -3.569781 -2.536785 -0.1 0.2 0.0
Ni 1.115446 1.392097 2.420480 -0.6 -1.4 3.9
C -1.788851 1.071372 -1.660968 -1.8 1.8 -0.9
C -2.370678 -0.159769 -1.418605 1.1 -0.1 0.6
C -2.992362 -0.914319 -0.248092 -1.0 0.7 0.3
C -2.141614 -1.968827 0.557215 -0.3 0.8 0.2
C -1.030807 -2.552031 -0.195185 -1.2 -3.1 1.1
C 0.285199 -2.038320 -0.205533 0.3 4.7 0.6
C 0.590056 -0.880305 0.842259 0.3 -0.9 0.0
C -0.145866 0.526466 0.949050 -1.2 -0.8 -1.3
C 1.488182 -0.397159 3.597385 0.4 -0.1 -0.1
H -2.142246 2.017496 -1.201319 0.4 -0.6 1.5
H -2.875942 -0.392442 -2.358045 0.7 -0.6 -0.3
H -3.870768 -1.457238 -0.675950 0.3 0.7 0.7
H -3.259848 -0.158464 0.504558 -0.6 -0.3 -0.2
H -1.719097 -1.465201 1.445713 -0.5 -0.3 -0.2
H -2.845155 -2.750604 0.876776 0.3 0.3 0.1
H -1.128942 -3.566137 -0.535929 -0.2 -0.3 -0.1
H 1.174206 -2.597815 -0.459069 -0.2 -0.4 0.3
H 1.669405 -0.706692 0.688740 -0.4 0.0 0.5
H 0.476898 -1.349970 1.826470 0.2 0.3 -0.2
H -1.064984 0.602130 0.300164 0.5 -0.2 1.2
H -0.442894 0.798962 2.069833 0.0 -0.7 -1.4
H 2.167285 -0.185990 4.443128 -0.3 0.2 -0.1
H 2.076601 -1.122634 2.993189 -0.1 0.2 0.2
H 0.675711 -1.024541 4.030640 0.1 0.4 -0.2
Cl -0.336959 3.105404 3.779818 -1.8 0.6 0.0
C 1.378380 2.785637 3.948420 1.1 0.1 -0.2
H 1.878739 3.685494 3.535416 -0.1 0.0 0.9
H 1.556645 2.640180 5.023509 0.3 -0.1 -0.6
```
Positions in Å, forces in eV/Å.

- HOMO (alpha / beta): -5.683 / -6.754 eV
- Frontier orbital gap (alpha / beta): 0.1832 / 0.2284 Ha
- ΔE to the lowest compared entry with this formula, charge and spin: 296.27 kcal/mol
- Spin multiplicity: 3
- ⟨S²⟩: 2.025
- F_max: 4.76 eV/A

---

Q: Among the records above, which one has the highest F_max?
A: C12H13N5O3S

---

Q: What is the F_max in the third record?
A: 4.00 eV/A